[1]
Entry from OMol25: C30H34N7O3SW as an isolated structure (wB97M-V/def2-TZVPD).

Last column: Mulliken spin population.
Positions of all 76 atoms, in Å:
W1 -0.02401 -0.73283 -0.44885  1.650
N1 2.25984 -1.18967 -1.00401  0.029
N2 3.09094 -1.69196 0.01194  0.005
C1 2.56348 -2.15401 1.15781  0.008
N3 3.37260 -2.69935 2.04445  0.003
S1 0.88670 -2.03778 1.47770  -0.011
H1 2.33903 -1.79079 -1.82314  0.007
H2 2.60053 -0.25690 -1.24382  -0.003
H3 4.06805 -1.82688 -0.21311  -0.002
H4 4.36444 -2.81462 1.89192  0.000
H5 2.99860 -3.03601 2.91956  0.000
O1 -1.87485 -5.25849 -6.45171  0.000
N4 -1.02076 -4.47311 -6.13838  0.000
O2 -0.07997 -4.11647 -6.81796  0.000
C2 -1.09086 -3.91582 -4.76336  -0.001
C3 -1.76528 -4.64417 -3.85416  0.000
C4 -1.83711 -4.22624 -2.48257  -0.002
C5 -2.53534 -4.93435 -1.48713  0.028
C6 -2.54877 -4.43399 -0.20885  -0.013
C7 -1.87016 -3.24669 0.07663  0.028
N5 -1.19162 -2.56447 -0.84475  -0.052
C8 -1.18525 -3.05647 -2.11090  -0.043
C9 -0.49310 -2.28000 -3.08994  0.057
N6 0.06800 -1.13242 -2.62852  0.000
C10 0.66539 -0.31721 -3.49871  0.030
C11 0.74948 -0.61562 -4.85269  -0.010
C12 0.20509 -1.78836 -5.32887  0.016
C13 -0.43691 -2.67030 -4.43378  -0.004
H6 -2.25245 -5.55781 -4.17067  0.000
H7 -3.05244 -5.85272 -1.73511  0.000
H8 -3.07858 -4.93785 0.58673  0.001
H9 -1.88492 -2.82937 1.07349  0.017
H10 1.07224 0.60802 -3.10491  0.000
H11 1.23358 0.08044 -5.52288  0.001
H12 0.26279 -2.03252 -6.37841  -0.001
N7 -1.86689 1.68367 -1.82102  0.050
C14 -1.20729 0.85260 -1.37907  0.008
H13 -2.47286 2.40634 -2.17233  -0.001
C15 -3.75058 -1.06086 3.46612  0.011
C16 -3.48010 0.19648 2.62487  0.017
C17 -3.05964 1.36211 3.53127  0.008
C18 -4.73908 0.58014 1.82982  0.011
C19 -2.39552 -0.09197 1.67856  0.077
C20 -1.51299 -0.33267 0.86823  0.004
H14 -4.55070 -0.85049 4.17542  0.002
H15 -2.86515 -1.35795 4.02897  -0.001
H16 -4.07038 -1.89356 2.83837  -0.002
H17 -3.86405 1.56916 4.23688  0.002
H18 -2.88124 2.26757 2.95083  0.000
H19 -2.16303 1.11619 4.10170  -0.001
H20 -5.55326 0.77940 2.52579  0.000
H21 -5.04851 -0.22778 1.16646  -0.002
H22 -4.57236 1.48018 1.23730  -0.002
C21 4.16705 6.28248 2.31544  0.000
C22 3.34193 5.08702 1.97862  0.012
C23 3.70462 4.24006 0.92056  0.003
C24 2.97046 3.12796 0.59786  0.012
C25 3.44297 2.26689 -0.53836  -0.006
C26 1.79393 2.83364 1.36629  -0.002
C27 0.95092 1.75120 1.10549  -0.001
O3 1.11490 0.88722 0.17137  0.042
C28 1.42318 3.69020 2.46041  0.010
C29 0.21573 3.43302 3.31956  -0.002
C30 2.20338 4.78792 2.73154  0.001
H23 4.89238 6.51236 1.53915  0.000
H24 4.70929 6.09790 3.24689  0.002
H25 3.53412 7.15325 2.48768  0.001
H26 4.59133 4.47789 0.34672  0.000
H27 4.34641 2.68648 -0.97452  0.000
H28 2.68646 2.19312 -1.32298  0.001
H29 3.67776 1.26124 -0.17735  0.000
H30 0.07154 1.61220 1.73501  0.009
H31 0.26298 2.45670 3.80406  0.001
H32 -0.70870 3.48303 2.74274  0.001
H33 0.15094 4.18393 4.10254  0.000
H34 1.93166 5.44254 3.55008  0.000

Forces on atoms 1 to 2 (eV/Å):
W 0.011 -0.143 -0.214
N 0.045 -0.067 0.038

**DFT total energy**: -60868.8076 eV
**Multiplicity**: 3
**Gap between HOMO and LUMO (spin up / spin down)**: 7.45 / 6.79 eV
**Strongest force on any atom**: 0.00500 Eh/bohr
**Total charge**: +3
**ΔE to the lowest compared entry with this formula, charge and spin**: 1.9 kJ/mol

=====

[2]
Entry from OMol25: a 2-piece molecular cluster, C4H14N overall (wB97M-V/def2-TZVPD).

Last column: Löwdin charge in e.
Positions of all 19 atoms, in Å:
C1 2.98804 -0.99079 -1.07347  -0.129
C2 1.82227 -0.08863 -0.49954  -0.159
H1 3.29087 -0.55476 -2.02864  0.067
H2 2.77750 -2.04005 -1.19303  0.057
H3 3.76106 -0.83037 -0.34548  0.056
H4 1.90680 0.72946 -1.20471  0.059
H5 0.87217 -0.53408 -0.79350  0.037
H6 1.93190 0.23893 0.52593  0.056
C3 -0.93364 0.39314 1.49656  -0.088
C4 -1.54238 0.87118 0.19310  -0.156
N1 -2.84198 0.02957 0.04964  0.192
H7 0.02973 0.88398 1.62888  0.080
H8 -1.51259 0.71719 2.36066  0.093
H9 -0.66263 -0.66671 1.54117  0.098
H10 -1.70566 1.94181 0.15186  0.130
H11 -0.94543 0.64097 -0.69971  0.108
H12 -2.47623 -0.78328 -0.45486  0.167
H13 -3.56667 0.34903 -0.59582  0.174
H14 -3.19313 -0.30661 0.94098  0.160

Forces on atoms 1 to 2 (eV/Å):
C -0.613 1.271 0.824
C 0.595 -0.810 -2.409

**DFT total energy**: -5857.7722 eV
**Multiplicity**: 1
**Gap between HOMO and LUMO**: 10.84 eV
**Strongest force on any atom**: 0.05077 Eh/bohr
**Total charge**: +1
**ΔE to the lowest compared entry with this formula, charge and spin**: 104.3 kJ/mol